Model a:
C3H5N3O | ωB97M-V/def2-TZVPD

For the gap between HOMO and LUMO, the calculation gives 8.58 eV. The structure (SMILES) is Nc1c[nH]c(=O)[nH]1. Its spin multiplicity is 1. For the lowest unoccupied orbital energy, the calculation gives 0.71 eV.

Each line ends with the Löwdin charge.
Atoms and positions in Å:
N: 2.039 -0.003 -0.019  0.11
C: 0.656 0.115 0.073  -0.38
C: -0.155 1.185 0.039  -0.08
N: -1.503 0.722 0.070  0.08
C: -1.472 -0.683 0.015  -0.53
O: -2.395 -1.441 -0.181  0.06
N: -0.138 -1.025 0.196  0.16
H: 2.342 -0.888 -0.404  0.09
H: 2.444 0.757 -0.549  0.09
H: 0.074 2.197 -0.257  0.10
H: -2.066 1.045 0.849  0.14
H: 0.174 -1.981 0.170  0.16

=====

Model b:
C3H5N3O | ωB97M-V/def2-TZVPD

For the gap between HOMO and LUMO, the calculation gives 9.66 eV. The structure (SMILES) is Nc1conc1N. Its spin multiplicity is 1. For the lowest unoccupied orbital energy, the calculation gives 0.80 eV.

Each line ends with the Löwdin charge.
Atoms and positions in Å:
N: 0.380 1.775 0.012  0.08
C: 0.523 0.370 0.038  -0.26
C: 1.659 -0.355 -0.099  -0.07
O: 1.404 -1.667 0.008  -0.05
N: 0.047 -1.848 0.177  0.10
C: -0.474 -0.647 0.214  -0.37
N: -1.832 -0.448 0.461  0.11
H: -0.587 2.054 -0.073  0.07
H: 0.752 2.206 0.850  0.09
H: 2.691 -0.072 -0.243  0.13
H: -2.276 0.146 -0.227  0.09
H: -2.327 -1.331 0.515  0.09

=====

Most stable structure - model a; separation to the second - 152.1 kJ/mol.

=====

Model a:
CH5NO2Si | ωB97M-V/def2-TZVPD

For the gap between HOMO and LUMO, the calculation gives 9.86 eV. The structure (SMILES) is CN(O)[SiH]=O. Its spin multiplicity is 1. For the lowest unoccupied orbital energy, the calculation gives 0.21 eV.

Each line ends with the Löwdin charge.
Atoms and positions in Å:
C: -0.180 -1.188 0.663  -0.13
N: -0.142 0.016 -0.143  -0.37
O: -0.939 -0.035 -1.300  -0.07
Si: 0.468 1.625 0.063  0.56
O: 0.040 2.577 -1.001  -0.36
H: 0.048 -2.104 0.036  0.09
H: 0.596 -1.026 1.555  0.11
H: -1.156 -1.372 1.186  0.08
H: -0.391 -0.288 -2.064  0.11
H: 1.657 1.794 1.005  -0.02

=====

Model b:
CH5NO2Si | ωB97M-V/def2-TZVPD

For the gap between HOMO and LUMO, the calculation gives 8.28 eV. The structure (SMILES) is O=[SiH2].C=NO. Its spin multiplicity is 1. For the lowest unoccupied orbital energy, the calculation gives -0.95 eV.

Each line ends with the Löwdin charge.
Atoms and positions in Å:
O: -1.235 -1.276 0.526  -0.44
Si: -1.973 -0.073 0.030  0.65
H: -2.438 1.026 0.860  -0.07
H: -1.706 0.451 -1.341  -0.06
C: 1.380 0.828 -0.151  -0.02
N: 0.997 -0.199 0.553  -0.17
O: 1.386 -1.375 0.155  -0.05
H: 1.076 1.788 0.063  0.03
H: 1.961 0.698 -1.017  0.06
H: 0.552 -1.868 0.322  0.08

=====

Most stable structure - model a; separation to the second - 159.6 kJ/mol.

=====

Model a:
CH5NO2Si | ωB97M-V/def2-TZVPD

For the gap between HOMO and LUMO, the calculation gives 10.31 eV. The structure (SMILES) is C[SiH2][N+](=O)[O-]. Its spin multiplicity is 1. For the lowest unoccupied orbital energy, the calculation gives 0.22 eV.

Each line ends with the Löwdin charge.
Atoms and positions in Å:
C: 1.411 -0.449 -0.045  -0.23
Si: -0.292 -0.078 -0.726  0.78
N: -1.361 0.596 0.823  -0.45
O: -2.249 1.239 0.209  -0.08
O: -1.007 0.714 1.981  0.01
H: 1.497 -1.529 0.179  0.04
H: 2.175 -0.066 -0.665  0.00
H: 1.431 -0.005 0.970  0.03
H: -0.936 -1.287 -0.958  -0.07
H: -0.668 0.864 -1.767  -0.04

=====

Model b:
CH5NO2Si | ωB97M-V/def2-TZVPD

For the gap between HOMO and LUMO (spin up / spin down), the calculation gives 8.18 / 8.18 eV. Its spin multiplicity is 1. For the lowest unoccupied orbital energy (spin up / spin down), the calculation gives -0.74 / -0.74 eV.

Each line ends with the Löwdin charge.
Atoms and positions in Å:
C: -1.356 -0.642 -0.250  -0.30
N: 2.734 -0.322 0.393  -0.21
O: 1.432 -0.115 0.430  -0.30
O: 3.410 0.161 -0.480  -0.04
Si: -0.566 0.966 0.173  0.83
H: -0.690 -1.269 0.404  0.04
H: -2.437 -0.840 -0.017  0.06
H: -1.009 -0.967 -1.156  -0.02
H: -0.795 1.209 1.623  -0.03
H: -0.723 1.818 -1.119  -0.03

=====

Model c:
CH5NO2Si | ωB97M-V/def2-TZVPD

For the gap between HOMO and LUMO, the calculation gives 9.71 eV. Its spin multiplicity is 1. For the lowest unoccupied orbital energy, the calculation gives -1.24 eV.

Each line ends with the Löwdin charge.
Atoms and positions in Å:
C: 0.954 -0.488 0.043  -0.33
N: 2.200 0.141 0.051  -0.49
O: 3.145 -0.593 -0.366  0.03
O: 2.342 1.314 0.428  0.03
Si: -0.499 0.584 -0.321  0.62
H: 1.067 -1.608 -0.286  0.12
H: 0.615 -0.631 1.690  0.24
H: -0.504 1.299 0.934  -0.06
H: -0.141 1.352 -1.551  -0.06
H: -1.584 -0.043 -0.985  -0.09

=====

Most stable structure - model a; separation to the second - 144.8 kJ/mol.